## 1
Molecular formula: C12H16N2O
Method: DFT, ωB97M-V/def2-TZVPD

Each line ends with the natural charge from an NBO analysis.
Positions of all 31 atoms, in Å:
C  0.6048  1.1123  -1.7263  -0.43
C  0.6356  2.3257  -2.6305  -0.60
C  0.5297  -0.2541  -2.3564  0.11
C  1.4661  -1.2042  -2.0462  -0.13
C  0.2451  -1.8037  -3.7947  0.17
N  -0.2134  -0.6273  -3.4214  -0.46
N  1.2267  -2.2285  -2.9375  -0.52
H  1.4548  1.1677  -1.0442  0.21
H  -0.3088  1.1152  -1.1106  0.22
H  -0.3275  2.4368  -3.1216  0.22
H  2.1179  -1.3420  -1.2052  0.21
H  -0.0108  -2.4128  -4.6432  0.19
H  1.7962  -3.0411  -3.1092  0.41
H  1.4640  2.3434  -3.3476  0.20
H  0.9163  3.2485  -2.1101  0.21
C  1.4623  0.6504  3.2212  -0.63
C  0.0352  -0.3922  1.4705  -0.19
C  0.1393  0.1446  2.7589  -0.05
C  -1.1950  -0.7336  0.9006  -0.26
C  -1.0335  0.3487  3.5134  -0.18
C  -2.2802  -0.5736  1.7302  0.29
C  -2.2739  0.1148  2.9351  -0.29
O  -3.4984  -0.9211  1.1702  -0.69
H  0.9992  -0.5953  1.0321  0.20
H  -1.2245  -1.2502  -0.0472  0.24
H  1.4135  1.3044  4.0935  0.22
H  1.9551  1.2452  2.4495  0.22
H  -0.8996  0.6562  4.5418  0.21
H  -3.1149  0.4173  3.5442  0.22
H  -4.2219  -1.0830  1.8077  0.48
H  2.1406  -0.1684  3.4830  0.21

Output
total charge = 0
HOMO level = -0.3039 hartree
LUMO = 0.82 eV
SMILES = CCc1c[nH]cn1.Cc1ccc(O)cc1

***

## 2
Molecular formula: C12H16N2O
Method: DFT, ωB97M-V/def2-TZVPD

Each line ends with the natural charge from an NBO analysis.
Positions of all 31 atoms, in Å:
C  -2.2753  1.4469  -0.7170  -0.43
C  -2.1321  0.5676  -1.9666  -0.61
C  -1.9337  0.7648  0.5709  0.10
C  -1.7856  -0.5823  0.7222  -0.12
C  -1.8602  0.3941  2.6737  0.17
N  -1.9200  1.3782  1.8122  -0.46
N  -1.7193  -0.8352  2.0899  -0.54
H  -1.7270  2.3374  -1.0393  0.22
H  -3.3411  1.6236  -0.6042  0.22
H  -2.9188  0.8607  -2.6782  0.21
H  -1.5609  -1.3964  0.0545  0.22
H  -1.6327  0.5870  3.7128  0.19
H  -2.0572  -1.6802  2.5361  0.42
H  -2.5644  -0.4274  -1.8031  0.20
H  -1.1707  0.5026  -2.4621  0.21
C  1.5660  -1.5689  -2.3066  -0.63
C  1.7049  -0.8489  -0.9892  -0.04
C  1.5659  0.5419  -0.9220  -0.19
C  2.1103  -1.5378  0.1534  -0.20
C  1.8301  1.1678  0.2901  -0.27
C  2.4176  -0.8946  1.3323  -0.25
C  2.2611  0.4803  1.4361  0.29
O  2.6297  1.1245  2.5860  -0.67
H  0.8299  -1.0030  -2.8912  0.21
H  1.1864  -2.5862  -2.2987  0.22
H  1.2016  1.1170  -1.7590  0.21
H  2.3475  -2.5911  0.0794  0.21
H  1.6699  2.2370  0.3542  0.21
H  2.7726  -1.4158  2.2143  0.22
H  2.0063  1.8583  2.6937  0.48
H  2.4994  -1.6218  -2.8746  0.22

Output
total charge = 0
HOMO level = -0.3086 hartree
LUMO = 0.82 eV
SMILES = CCc1c[nH]cn1.Cc1ccc(O)cc1

***

## 3
Molecular formula: C12H16N2O
Method: DFT, ωB97M-V/def2-TZVPD

Each line ends with the natural charge from an NBO analysis.
Positions of all 31 atoms, in Å:
C  0.8023  -0.0827  -1.2488  -0.25
C  0.0894  -0.7035  -0.2477  0.26
C  0.5913  -0.8289  -2.4295  0.60
C  2.8619  2.1212  -2.9658  -0.46
C  1.6885  1.0211  -0.9593  -0.30
C  0.0786  -0.2397  1.2164  -0.08
C  2.1917  1.6828  -1.9760  0.11
C  -0.7616  0.7147  1.5288  0.06
C  0.8804  -1.1040  2.1696  -0.63
C  -1.0248  1.3103  2.8736  -0.65
C  -1.6637  1.3878  0.5571  -0.65
C  -1.8184  -2.4559  -0.2057  -0.39
N  -0.3743  -1.7520  -2.1257  -0.43
N  -0.6057  -1.8180  -0.7592  -0.23
O  1.0786  -0.7008  -3.5309  -0.62
H  2.5753  3.0635  -3.6746  0.21
H  3.8300  1.8780  -3.2473  0.22
H  1.6863  1.5105  0.0124  0.24
H  1.7885  -1.4252  1.5212  0.23
H  0.2234  -2.0095  2.5110  0.22
H  1.1350  -0.5019  3.0081  0.22
H  -2.0337  1.1783  3.1098  0.22
H  -0.7799  2.3419  2.9374  0.22
H  -0.2379  0.9467  3.5678  0.21
H  -1.4990  1.0006  -0.5385  0.23
H  -1.2572  2.4119  0.5986  0.22
H  -2.7215  1.3422  0.9568  0.22
H  -1.7967  -3.4710  -0.2554  0.20
H  -1.8711  -2.0712  0.9172  0.22
H  -2.6545  -2.0943  -0.7566  0.20
H  -0.4013  -2.6528  -2.5648  0.40

Output
total charge = 0
HOMO level = -0.2760 hartree
LUMO = 0.58 eV
SMILES = C=C=Cc1c(C(C)=C(C)C)n(C)[nH]c1=O

***

2 is the most stable structure; the next one sits 0.110 eV above it.